# 1
This record from OMol25 describes an isolated molecule of C19H29N5O3S. The level of theory is wB97M-V/def2-TZVPD.

Geometry (Å):
1 C 7.524067 3.416332 1.221827
2 C 7.006311 2.327256 0.291789
3 C 6.139905 1.320368 1.048241
4 N 5.643345 0.286073 0.169530
5 C 5.974638 -1.004206 0.298741
6 O 6.683042 -1.465164 1.167102
7 C 5.331239 -1.902997 -0.780744
8 N 3.914560 -2.078230 -0.529651
9 C 3.477349 -3.125640 0.205953
10 N 2.246352 -3.376459 0.487165
11 C 1.344100 -2.510646 -0.010578
12 S -0.349526 -2.672838 0.227945
13 C -0.651336 -1.214098 -0.706661
14 C -2.034586 -0.741009 -0.918955
15 O -2.299991 0.249640 -1.578312
16 N -2.995360 -1.505390 -0.349537
17 C -4.385490 -1.120440 -0.410436
18 C -4.745250 -0.101681 0.686419
19 N -6.092871 0.401912 0.499096
20 C -6.129207 1.792289 0.081259
21 C -5.575792 1.973525 -1.328219
22 C -6.991160 0.086335 1.592669
23 C -7.315110 -1.403899 1.634045
24 C 0.506433 -0.640692 -1.167389
25 C 0.609102 0.596513 -1.983689
26 C 1.655559 -1.385767 -0.768916
27 C 3.038762 -1.098690 -1.038087
28 O 3.490282 -0.131175 -1.628558
29 H 8.138725 4.124423 0.672144
30 H 6.696430 3.958200 1.674062
31 H 8.125663 2.982740 2.016997
32 H 6.416126 2.776706 -0.510235
33 H 7.846984 1.799974 -0.162988
34 H 6.724653 0.825015 1.826731
35 H 5.292550 1.835217 1.514115
36 H 5.029183 0.559216 -0.590845
37 H 5.824938 -2.875052 -0.759901
38 H 5.446979 -1.438295 -1.763427
39 H 4.230165 -3.801690 0.585924
40 H -2.736576 -2.247778 0.280285
41 H -4.558761 -0.659533 -1.383661
42 H -5.006786 -2.011675 -0.321129
43 H -4.639535 -0.576905 1.668609
44 H -4.015707 0.715069 0.637541
45 H -5.574184 2.443149 0.781522
46 H -7.174091 2.113248 0.088430
47 H -5.689012 3.011477 -1.632155
48 H -6.127001 1.344839 -2.022509
49 H -4.522187 1.714392 -1.383672
50 H -7.921044 0.635992 1.429335
51 H -6.583281 0.403306 2.570294
52 H -8.076187 -1.595125 2.386556
53 H -6.436640 -1.994761 1.879416
54 H -7.688940 -1.723167 0.665219
55 H -0.376878 0.990350 -2.204159
56 H 1.139820 0.379495 -2.909250
57 H 1.195231 1.339970 -1.445315

Atomic forces in eV per Å
C -0.1 -0.1 -0.2
C -0.1 0.0 0.3
C 0.2 0.1 0.0
N -0.1 0.5 -0.1
C -0.3 -0.3 -0.6
O 0.3 -0.3 0.3
C 0.6 0.2 0.1
N -0.3 0.2 -0.2
C -0.2 -0.3 0.2
N 0.0 -0.6 0.4
C 0.0 0.7 -0.4
S 0.3 0.2 -0.2
C 0.7 -0.2 0.1
C 0.0 -0.1 0.0
O -0.1 0.1 0.0
N -0.1 -0.3 0.2
C -0.1 0.4 0.1
C 0.1 -0.2 -0.4
N -0.1 0.0 0.1
C 0.0 0.1 -0.2
C -0.1 0.1 0.3
C -0.1 -0.2 0.0
C 0.0 0.3 0.1
C -0.5 -0.1 0.1
C -0.2 0.2 -0.1
C -0.2 -0.5 0.4
C -0.1 -0.2 0.1
O 0.0 0.2 -0.2
H 0.1 0.1 0.0
H -0.1 0.1 0.1
H 0.1 0.0 0.1
H 0.0 0.0 -0.1
H 0.0 0.0 -0.1
H -0.1 0.1 0.0
H 0.1 0.0 0.0
H 0.1 -0.2 0.1
H -0.1 0.1 0.0
H 0.0 -0.2 0.1
H 0.2 0.0 0.0
H 0.0 0.1 -0.1
H -0.1 -0.1 0.1
H 0.0 0.0 0.0
H 0.0 0.1 0.0
H 0.0 0.0 0.1
H -0.1 0.0 0.0
H 0.1 0.0 0.1
H 0.0 0.1 -0.1
H -0.1 -0.1 -0.1
H 0.1 0.0 -0.1
H 0.1 0.0 0.0
H -0.1 0.0 -0.1
H 0.0 -0.1 0.1
H 0.1 -0.1 0.0
H -0.1 -0.1 -0.1
H 0.1 0.0 0.0
H 0.1 0.1 0.0
H 0.1 0.1 0.0

The value obtained for the LUMO energy is -0.11 eV. Its molar mass is 407.5 g mol⁻¹. Its total energy is -1639.160343 a.u. As for the energy above the lowest of the compared OMol25 structures with the same formula, charge and spin: 12.4 kJ/mol. For the HOMO energy, the calculation gives -8.4 eV. The structure (SMILES) is CCCNC(=O)Cn1cnc2sc(C(=O)NCCN(CC)CC)c(C)c2c1=O. Its HOMO-LUMO gap is 8.3 eV.

=====

# 2
This record from OMol25 describes a structure of composition C35H35MnN4O4S2Te in a non-equilibrium geometry. The level of theory is wB97M-V/def2-TZVPD.

Geometry (Å):
1 Mn 0.146137 0.155429 0.138384
2 S -0.903460 2.217353 -0.317850
3 C -1.658509 1.770483 1.164296
4 C -2.704218 2.440468 1.803524
5 C -3.126323 1.965328 3.025393
6 C -2.512574 0.835282 3.574302
7 C -1.502904 0.219495 2.872746
8 N -1.084704 0.692960 1.695425
9 H -3.140528 3.308749 1.329649
10 H -3.922004 2.463343 3.563442
11 H -2.816295 0.444570 4.534178
12 H -1.008765 -0.668808 3.249654
13 N 1.400372 1.222232 1.623785
14 C 2.810425 1.281269 1.217313
15 C 2.855033 1.047495 -0.295657
16 O 3.833345 1.253807 -0.961327
17 O 1.711065 0.610162 -0.752657
18 H 1.021260 2.163556 1.661109
19 H 1.327245 0.830734 2.555610
20 H 3.373842 0.478437 1.691180
21 H 3.284597 2.234511 1.440273
22 O -1.469830 -1.108079 0.181751
23 N -1.404758 -2.338550 0.665002
24 C -2.510828 -3.104744 0.608207
25 C -2.509785 -4.371246 1.127870
26 C -1.345814 -4.865363 1.715093
27 C -0.220366 -4.074481 1.746690
28 C -0.253718 -2.786579 1.211064
29 S 1.075278 -1.701250 1.232476
30 H -3.366849 -2.641723 0.140518
31 H -3.406349 -4.969785 1.068092
32 H -1.321270 -5.859878 2.138490
33 H 0.709960 -4.416887 2.175964
34 C -0.611842 7.465373 -3.942748
35 C -0.678298 6.002366 -3.608099
36 C -1.901295 5.357055 -3.466444
37 C -1.986585 4.003348 -3.176917
38 C -3.353986 3.388107 -2.982011
39 C -0.791555 3.267679 -3.045059
40 Te -1.136492 1.134638 -3.176016
41 N -0.277079 -0.185728 -1.831129
42 C -0.459299 -1.324557 -2.531690
43 O -1.106002 -1.273594 -3.598715
44 C 0.184396 -2.623773 -2.212375
45 C -0.541373 -3.798051 -2.398304
46 C 0.083260 -5.024451 -2.261231
47 C 1.445612 -5.084194 -1.991205
48 C 2.179437 -3.916299 -1.859456
49 C 1.549992 -2.683974 -1.961173
50 C 0.379059 0.932367 -4.643340
51 C 1.627786 0.443999 -4.290874
52 C 2.634857 0.394401 -5.240443
53 C 2.383224 0.832811 -6.531212
54 C 1.126863 1.305974 -6.876429
55 C 0.097463 1.360053 -5.942684
56 C -1.269339 1.869459 -6.317857
57 C 0.447402 3.912886 -3.099752
58 C 1.732757 3.199354 -2.794710
59 C 0.480285 5.270819 -3.391988
60 H -1.593363 7.855585 -4.205380
61 H 0.066484 7.638021 -4.778473
62 H -0.237297 8.036002 -3.091057
63 H -2.818262 5.924248 -3.581736
64 H -4.088937 4.164928 -2.777535
65 H -3.352828 2.695910 -2.139466
66 H -3.684487 2.845414 -3.870871
67 H -1.588033 -3.736615 -2.669191
68 H -0.481714 -5.937515 -2.400359
69 H 1.937419 -6.044635 -1.902429
70 H 3.248394 -3.961255 -1.695511
71 H 2.119877 -1.767029 -1.878358
72 H 1.826306 0.119020 -3.276935
73 H 3.614411 0.027039 -4.965105
74 H 3.167892 0.801121 -7.275763
75 H 0.937973 1.642591 -7.888669
76 H -1.406305 1.877925 -7.397081
77 H -1.415086 2.889609 -5.948515
78 H -2.043605 1.231400 -5.884308
79 H 1.537911 2.214480 -2.384498
80 H 2.308725 3.765121 -2.060516
81 H 2.355191 3.088178 -3.683504
82 H 1.443512 5.767065 -3.446161

Atomic forces in eV per Å
Mn 0.2 -1.0 0.5
S 0.1 0.1 0.4
C -0.4 0.3 0.5
C 0.0 -0.1 0.0
C 0.0 0.0 0.0
C 0.0 0.1 0.0
C 0.1 -0.3 0.2
N -0.3 0.6 -0.1
H 0.0 0.0 0.0
H 0.0 0.0 0.0
H 0.0 0.0 0.0
H 0.0 0.0 -0.1
N 0.1 0.1 0.0
C 0.0 -0.1 -0.5
C 0.3 0.2 0.9
O -0.2 -0.1 -0.1
O 0.1 -0.2 -0.8
H -0.1 0.0 -0.1
H -0.2 -0.1 0.0
H 0.0 0.0 0.1
H 0.0 0.0 0.1
O -0.1 0.1 -0.5
N 0.4 -0.2 0.3
C -0.3 0.0 -0.1
C 0.0 0.0 0.0
C 0.1 0.0 0.0
C -0.1 -0.1 0.0
C 0.0 0.1 0.0
S 0.1 0.4 -0.2
H 0.1 0.1 0.0
H 0.0 0.0 0.0
H 0.0 0.0 0.0
H 0.0 0.0 0.0
C 0.0 0.0 0.0
C 0.0 0.0 0.0
C 0.0 0.0 0.0
C 0.0 -0.3 0.1
C 0.1 0.1 -0.1
C 0.1 0.1 0.0
Te 0.0 0.0 -0.5
N -0.2 0.6 -0.1
C -0.1 -0.2 -0.3
O 0.0 -0.1 0.2
C 0.2 0.0 0.2
C -0.1 0.1 0.1
C 0.0 -0.1 0.0
C 0.0 0.0 0.0
C 0.1 0.0 0.0
C 0.0 0.1 0.1
C 0.0 0.1 -0.1
C -0.1 -0.1 0.0
C 0.0 0.0 0.0
C 0.0 0.0 0.0
C 0.0 0.0 0.0
C -0.1 0.0 0.2
C 0.1 0.0 0.1
C 0.1 -0.2 0.0
C -0.1 0.1 0.0
C 0.0 0.0 0.0
H 0.0 0.0 0.0
H 0.0 0.0 0.0
H 0.0 0.0 0.0
H 0.0 0.0 0.0
H 0.0 0.0 0.0
H -0.1 0.0 0.0
H 0.0 0.0 0.0
H 0.0 0.0 0.0
H 0.0 0.0 0.0
H 0.0 0.0 0.0
H 0.0 0.0 0.0
H 0.0 0.0 0.1
H 0.0 0.0 0.0
H 0.0 0.0 0.0
H 0.0 0.0 0.0
H 0.0 0.0 0.0
H 0.0 0.0 0.0
H 0.0 0.0 0.0
H -0.1 0.0 -0.1
H 0.1 0.0 0.0
H 0.0 0.0 0.0
H 0.0 0.0 0.0
H 0.0 0.0 0.0

Its expectation value of S² is 1.10. The value obtained for the LUMO energy (spin up / spin down) is -4.14 / -3.89 eV. The multiplicity is 2. As for the net charge: +1. Its molar mass is 822.4 g mol⁻¹. Its total energy is -4089.824733 a.u. As for the energy above the lowest of the compared OMol25 structures with the same formula, charge and spin: 194.9 kJ/mol. For the HOMO energy (spin up / spin down), the calculation gives -11.0 / -11.0 eV. Its HOMO-LUMO gap (spin up / spin down) is 6.9 / 7.1 eV.

=====

# 3
This record from OMol25 describes an isolated molecule of C24H34N2O3. The level of theory is wB97M-V/def2-TZVPD.

Geometry (Å):
1 O 7.423172 1.961303 -2.315496
2 C 6.796411 1.775666 -1.072507
3 C 7.206114 0.447456 -0.413202
4 O 6.594570 0.261108 0.839885
5 C 5.287372 -0.135474 0.907269
6 C 4.758611 -0.224414 2.194500
7 C 3.454616 -0.628362 2.391290
8 C 2.643197 -0.963251 1.314699
9 C 1.222632 -1.417999 1.511282
10 N 0.328698 -0.766907 0.569605
11 C 0.207599 0.653762 0.832727
12 C -0.636581 1.318182 -0.249958
13 N -1.929577 0.669959 -0.344240
14 C -2.862858 1.361758 -1.211147
15 C -3.500445 2.565765 -0.511039
16 C -4.157685 2.170817 0.816275
17 C -5.277705 1.192650 0.609467
18 C -5.127274 -0.144637 0.951333
19 C -6.148167 -1.051741 0.727264
20 C -7.338580 -0.631175 0.159848
21 C -7.502743 0.701761 -0.177468
22 C -6.479397 1.605028 0.046044
23 C -1.806403 -0.758421 -0.589424
24 C -1.176175 -1.122416 -1.949344
25 C -1.369372 -2.587009 -2.343229
26 O -0.604006 -3.492721 -1.583773
27 C -0.995884 -1.356463 0.562549
28 C 3.176668 -0.875691 0.037451
29 C 4.480022 -0.463081 -0.176097
30 H 8.377181 2.005277 -2.185758
31 H 5.723032 1.783199 -1.274316
32 H 7.022377 2.600112 -0.382016
33 H 7.002049 -0.388696 -1.093293
34 H 8.281114 0.462837 -0.200880
35 H 5.394257 0.031813 3.027280
36 H 3.062612 -0.685846 3.396532
37 H 1.164657 -2.496774 1.326262
38 H 0.916456 -1.241351 2.558385
39 H -0.265625 0.832597 1.816160
40 H 1.205977 1.097779 0.844028
41 H -0.090046 1.296113 -1.208197
42 H -0.791543 2.364759 0.020388
43 H -2.386282 1.707248 -2.145407
44 H -3.657475 0.660148 -1.476739
45 H -4.246655 2.994650 -1.182754
46 H -2.745727 3.330381 -0.319580
47 H -3.395336 1.726214 1.455810
48 H -4.541592 3.072277 1.300432
49 H -4.199825 -0.474600 1.395841
50 H -6.014739 -2.089811 0.996578
51 H -8.136645 -1.337685 -0.015783
52 H -8.431920 1.037766 -0.615148
53 H -6.615340 2.645197 -0.215998
54 H -2.819672 -1.176616 -0.555747
55 H -0.107082 -0.903112 -1.911603
56 H -1.632049 -0.504015 -2.724944
57 H -1.124788 -2.703207 -3.411047
58 H -2.409775 -2.889332 -2.197932
59 H 0.312528 -3.192490 -1.590922
60 H -1.527207 -1.160710 1.511395
61 H -0.912673 -2.435252 0.427084
62 H 2.551644 -1.122901 -0.806922
63 H 4.848851 -0.407190 -1.188228

Atomic forces in eV per Å
O 0.3 -0.1 -0.3
C -0.2 -0.2 0.5
C 0.0 0.2 -0.5
O -0.2 0.0 0.2
C -0.1 0.0 0.2
C 0.2 0.1 -0.1
C 0.0 0.0 -0.1
C 0.0 0.0 0.0
C 0.0 -0.1 -0.1
N 0.0 -0.1 0.2
C 0.0 0.3 -0.2
C 0.1 0.0 0.2
N 0.0 0.0 0.0
C 0.0 0.2 0.0
C 0.1 -0.2 0.1
C 0.0 0.2 -0.1
C 0.0 0.0 0.1
C 0.0 0.0 0.0
C 0.0 -0.1 0.0
C -0.1 -0.1 0.0
C -0.1 0.0 -0.1
C 0.0 0.0 0.0
C 0.2 -0.3 0.0
C -0.3 -0.2 0.2
C -0.1 0.4 -0.5
O 0.4 -0.3 0.3
C -0.3 -0.2 -0.1
C -0.1 0.0 0.2
C 0.3 0.1 -0.1
H -0.1 0.0 0.0
H 0.1 0.0 0.1
H -0.1 -0.1 0.0
H 0.0 0.1 0.1
H -0.1 0.0 -0.1
H 0.1 0.0 0.1
H -0.1 0.0 0.1
H -0.1 0.1 0.1
H 0.0 0.0 -0.1
H 0.0 0.0 0.0
H -0.1 0.0 0.0
H 0.0 0.0 0.0
H 0.1 0.0 0.0
H -0.1 -0.1 0.0
H 0.0 0.0 -0.1
H 0.0 0.1 0.0
H 0.0 0.1 -0.1
H 0.0 0.1 0.1
H 0.0 0.0 0.1
H 0.1 0.0 0.1
H 0.0 -0.1 0.0
H -0.1 -0.1 0.0
H -0.1 0.0 0.0
H 0.0 0.1 0.0
H 0.0 0.0 0.0
H 0.0 0.1 -0.1
H 0.0 0.0 -0.1
H -0.1 0.0 0.1
H 0.0 0.0 -0.1
H -0.1 0.0 0.0
H 0.0 0.0 0.0
H 0.0 0.1 0.0
H -0.1 0.0 -0.1
H 0.1 0.0 -0.1

The value obtained for the LUMO energy is 0.69 eV. Its molar mass is 398.5 g mol⁻¹. Its total energy is -1270.127692 a.u. As for the energy above the lowest of the compared OMol25 structures with the same formula, charge and spin: 289.3 kJ/mol. For the HOMO energy, the calculation gives -8.3 eV. The structure (SMILES) is OCCOc1ccc(CN2CCN(CCCc3ccccc3)[C@@H](CCO)C2)cc1. Its HOMO-LUMO gap is 9.0 eV.